Version one
Entry from OMol25: 2 unconnected molecules or ions with the total composition C7H9N2O2 (the ωB97M-V functional and the def2-TZVPD basis).

Bonds (Å) are listed after each position.
Atoms and positions in Å:
1 C 1.830 1.202 -0.444  C2 1.349, C3 1.394, H12 1.127
2 C 1.375 0.735 0.737  C1 1.349, N8 1.438, O10 1.249
3 C 0.745 1.643 -1.201  C1 1.394, N9 1.419, O11 1.234
4 C -0.245 -1.813 -0.793  C5 1.354, H13 1.091, H14 0.953
5 C -0.111 -1.417 0.495  C4 1.354, C6 1.433
6 C -0.026 -2.085 1.759  C5 1.433, H15 1.155, H16 1.050, H17 1.129
7 C -1.717 1.526 -0.787  N9 1.401, H18 1.186, H19 1.110, H20 1.149
8 N -0.063 0.769 0.764  C2 1.438, N9 1.334
9 N -0.384 1.359 -0.389  C3 1.419, C7 1.401, N8 1.334
10 O 1.967 0.302 1.748  C2 1.249
11 O 0.616 2.285 -2.246  C3 1.234
12 H 2.852 1.255 -0.917  C1 1.127
13 H -0.284 -1.023 -1.544  C4 1.091
14 H -0.399 -2.732 -0.990  C4 0.953
15 H -1.028 -2.229 2.317  C6 1.155
16 H 0.575 -1.539 2.425  C6 1.050
17 H 0.388 -3.123 1.597  C6 1.129
18 H -1.667 2.271 -1.708  C7 1.186
19 H -2.246 0.564 -0.950  C7 1.110
20 H -2.177 2.051 0.126  C7 1.149

The calculation puts the molar mass at 153.2 g/mol. As for the LUMO energy (alpha / beta): 3.64 / 3.64 eV. As for the HOMO-LUMO gap (alpha / beta): 7.1607 / 7.1598 eV. Its charge is -1.

---

Version two
Entry from OMol25: a gas-phase ion, C7H9N2O2 (charge -1) (the ωB97M-V functional and the def2-TZVPD basis).

Bonds (Å) are listed after each position.
Atoms and positions in Å:
1 C 2.799 0.763 0.501  C6 1.559, O10 1.267, O11 1.218
2 C -1.025 -0.926 0.679  C4 1.563, C5 1.623, H12 1.069, H13 1.044
3 C 0.448 0.834 -0.479  C4 1.574, C6 1.479, H14 1.091, H15 1.076
4 C -0.924 0.063 -0.526  C2 1.563, C3 1.574, C7 1.533, H16 1.107
5 C 0.197 -1.964 0.426  C2 1.623, N8 1.369, N9 1.448, H17 1.043
6 C 1.529 -0.022 0.055  C1 1.559, C3 1.479, N9 1.332
7 C -2.136 1.002 -0.521  C4 1.533, H18 1.114, H19 1.103, H20 1.074
8 N 0.779 -1.989 -0.812  C5 1.369, N9 1.484
9 N 1.493 -1.330 0.309  C5 1.448, C6 1.332, N8 1.484
10 O 2.443 1.393 1.541  C1 1.267
11 O 3.784 0.760 -0.217  C1 1.218
12 H -0.914 -0.424 1.616  C2 1.069
13 H -1.791 -1.620 0.537  C2 1.044
14 H 0.666 1.233 -1.470  C3 1.091
15 H 0.546 1.644 0.222  C3 1.076
16 H -1.005 -0.607 -1.404  C4 1.107
17 H 0.369 -2.711 1.132  C5 1.043
18 H -2.554 1.137 0.503  C7 1.114
19 H -2.924 0.795 -1.266  C7 1.103
20 H -1.780 1.968 -0.826  C7 1.074

The calculation puts the molar mass at 153.2 g/mol. As for the LUMO energy (alpha / beta): 3.56 / 3.56 eV. As for the HOMO-LUMO gap (alpha / beta): 7.1340 / 7.1318 eV. Its charge is -1.

---

Which of them is least stable? Easy: version two.

---

Version one
Entry from OMol25: 3 unconnected molecules or ions with the total composition C2H13N5 (the ωB97M-V functional and the def2-TZVPD basis).

Bonds (Å) are listed after each position.
Atoms and positions in Å:
1 C -2.222 0.877 0.618  N2 1.445, N4 1.465, H10 1.102, H11 1.091
2 N -1.381 -0.172 0.086  C1 1.445, N3 1.344
3 N -1.132 -0.054 -1.229  N2 1.344, H6 1.023, H7 1.099
4 N -1.680 2.238 0.618  C1 1.465, H8 1.012, H9 1.014
5 H 0.087 -0.846 0.639  N13 1.054
6 H -1.061 0.893 -1.610  N3 1.023
7 H -0.291 -0.693 -1.534  N3 1.099
8 H -1.665 2.660 -0.302  N4 1.012
9 H -0.749 2.265 1.018  N4 1.014
10 H -3.177 0.916 0.069  C1 1.102
11 H -2.440 0.595 1.649  C1 1.091
12 C 2.023 -0.021 0.667  N13 1.458, H18 1.088, H19 1.090, H20 1.096
13 N 1.097 -1.144 0.599  H5 1.054, C12 1.458, H15 1.017
14 N 1.260 -1.842 -1.516  H16 1.022, H17 1.022
15 H 1.314 -1.865 1.282  N13 1.017
16 H 0.948 -2.804 -1.367  N14 1.022
17 H 2.266 -1.825 -1.694  N14 1.022
18 H 1.705 0.736 -0.047  C12 1.088
19 H 3.026 -0.348 0.392  C12 1.090
20 H 2.072 0.434 1.662  C12 1.096

The calculation puts the molar mass at 107.2 g/mol. As for the LUMO energy (alpha / beta): 0.71 / 0.57 eV. As for the HOMO-LUMO gap (alpha / beta): 8.3810 / 8.3175 eV.

---

Version two
Entry from OMol25: 3 unconnected molecules or ions with the total composition C2H13N5 (the ωB97M-V functional and the def2-TZVPD basis).

Bonds (Å) are listed after each position.
Atoms and positions in Å:
1 C -1.590 -1.729 0.716  N3 1.442, H9 1.093, H10 1.102, H11 1.103
2 N 0.470 -0.844 -1.159  N4 1.437, H5 1.015, H15 1.045
3 N -1.107 -0.412 0.385  C1 1.442, H6 1.023
4 N 1.414 -1.760 -1.736  N2 1.437, H7 1.016, H8 1.014
5 H -0.105 -0.461 -1.903  N2 1.015
6 H -0.439 -0.108 1.097  N3 1.023
7 H 0.901 -2.491 -2.221  N4 1.016
8 H 1.909 -2.200 -0.967  N4 1.014
9 H -2.061 -2.192 -0.155  C1 1.093
10 H -2.353 -1.663 1.508  C1 1.102
11 H -0.811 -2.419 1.082  C1 1.103
12 C -0.211 2.345 -0.229  N13 1.417, H18 1.185, H19 1.089, H20 1.105
13 N 0.993 1.667 0.082  C12 1.417, N14 1.385
14 N 1.059 1.439 1.446  N13 1.385, H16 1.012, H17 1.020
15 H 0.938 -0.023 -0.712  N2 1.045
16 H 2.002 1.194 1.719  N14 1.012
17 H 0.694 2.196 2.024  N14 1.020
18 H -1.117 1.628 0.037  C12 1.185
19 H -0.280 2.517 -1.302  C12 1.089
20 H -0.306 3.317 0.289  C12 1.105

The calculation puts the molar mass at 107.2 g/mol. As for the LUMO energy (alpha / beta): 0.37 / 0.88 eV. As for the HOMO-LUMO gap (alpha / beta): 7.3779 / 8.4599 eV.

---

Which of them is least stable? Easy: version two.